Below is a single C4H5NO3 molecule at a distorted geometry, with properties calculated with ωB97M-V/def2-TZVPD.

Its lowest unoccupied orbital energy is -0.059 eV. As for the SMILES: O=C[C@@H]1O[C@H]1/C=N/O. The energy relative to the best compared isomer or geometry (same formula, charge and spin) comes out at 156.8 kcal/mol. The gap between HOMO and LUMO is 10.1 eV. The value obtained for the energy is -435.6706 hartree. Its max |F| is 7.76 eV Å⁻¹. The HOMO energy comes out at -10.16 eV.

```
13
C4H5NO3, DFT ωB97M-V/def2-TZVPD
O 0.49136 2.16074 2.16845
C -0.52595 1.27087 2.11819
C -0.63465 0.59718 0.74847
O -1.66921 -0.43249 0.74730
C -0.36849 -0.72607 0.42370
C 0.20645 -0.98119 -0.93823
N 0.65245 -0.11914 -1.89935
O 1.22191 -0.74967 -2.95652
H -1.20027 1.12371 3.10793
H -0.29202 1.27542 -0.01785
H 0.40532 -1.25368 1.22614
H 0.08151 -2.01251 -1.18551
H 1.63161 -0.15317 -3.54271
```

---

Below is a molecular structure, C43H45InN6OPSe at a distorted geometry, with properties calculated with ωB97M-V/def2-TZVPD.

Its lowest unoccupied orbital energy (spin up / spin down) is -3.578 / -3.718 eV. Its charge is +1. The energy relative to the best compared isomer or geometry (same formula, charge and spin) comes out at 111.7 kcal/mol. The gap between HOMO and LUMO (spin up / spin down) is 5.9 / 5.1 eV. The value obtained for the energy is -5002.0462 hartree. Its max |F| is 2.18 eV Å⁻¹. The HOMO energy (spin up / spin down) comes out at -9.44 / -8.80 eV.

```
98
C43H45InN6OPSe, DFT ωB97M-V/def2-TZVPD
In 0.40883 -0.90219 1.01153
C 0.69181 12.99512 -2.17827
O -0.38922 12.11674 -2.40690
C -0.20858 10.80189 -2.17204
C -1.32017 9.97473 -2.37354
C -1.24417 8.62753 -2.11589
C -0.04997 8.05814 -1.66098
C 1.06865 8.87635 -1.50691
C 0.99154 10.22884 -1.75204
C 0.05549 6.66378 -1.31034
N 1.18323 6.01535 -1.09966
C 0.83641 4.74916 -0.76672
C -0.55888 4.62261 -0.76936
N -1.03352 5.85129 -1.12534
C -1.22168 3.42496 -0.43614
C -2.61606 3.27226 -0.39380
C -3.14382 2.06405 -0.00977
C -2.26568 1.03136 0.31524
N -0.96058 1.14941 0.25539
C -0.40485 2.30752 -0.10597
C 1.03823 2.41167 -0.11720
N 1.75342 1.31887 0.18877
C 3.06373 1.40761 0.22419
C 3.77016 2.58564 -0.03709
C 3.06629 3.71573 -0.37305
C 1.66809 3.64237 -0.43074
H 0.32373 13.99404 -2.40345
H 1.53553 12.76183 -2.83372
H 1.01731 12.96039 -1.13436
H -2.23318 10.42082 -2.73148
H -2.11656 8.01372 -2.28910
H 1.99362 8.43177 -1.17803
H 1.86930 10.83608 -1.61477
H -1.99975 6.12939 -1.17734
H -3.25898 4.09806 -0.66227
H -4.20811 1.91311 0.04646
H -2.62747 0.06587 0.64431
H 3.59532 0.50697 0.49667
H 4.84561 2.59931 0.03201
H 3.54402 4.65980 -0.58663
C -3.27996 -2.46747 2.40701
C -3.66576 -2.56374 0.92657
C -4.64477 -3.72121 0.74193
P -1.99698 -2.49372 0.04095
C -2.26400 -2.03856 -1.76638
C -0.96744 -2.41063 -2.48072
C -3.50958 -2.58686 -2.45580
C -1.38103 -4.20530 -0.00948
C -2.20259 -5.23639 -0.45317
C -1.80681 -6.56449 -0.46325
C -2.72579 -7.63434 -0.96250
C -0.51760 -6.85911 -0.02174
C 0.31917 -5.86062 0.40910
C -0.07220 -4.50671 0.43853
N 0.86920 -3.55254 0.69755
C 1.90911 -3.79511 1.48720
C 1.91402 -4.57919 2.64757
C 0.64984 -5.00801 3.32276
C 3.13776 -4.98366 3.23633
C 4.36377 -4.67216 2.73931
C 5.63329 -5.26305 3.24930
C 4.48665 -3.65739 1.68293
C 3.18117 -3.03718 1.15780
C 3.29817 -2.71539 -0.32777
H -4.16110 -2.44292 3.04516
H -2.68202 -1.57388 2.60797
H -2.69411 -3.34277 2.68985
H -4.17161 -1.63769 0.61928
H -4.22396 -4.66023 1.09238
H -4.97615 -3.83638 -0.28634
H -5.53001 -3.51797 1.34527
H -2.34466 -0.94148 -1.76069
H -0.84080 -3.48990 -2.51182
H -0.11284 -1.98311 -1.94892
H -0.95730 -2.03193 -3.49997
H -3.49427 -3.67081 -2.52330
H -3.55842 -2.19260 -3.47120
H -4.41144 -2.27390 -1.93220
H -3.18356 -4.99780 -0.82723
H -3.62614 -7.20898 -1.40120
H -3.01830 -8.29779 -0.14800
H -2.23010 -8.24055 -1.71834
H -0.15954 -7.87836 -0.04087
H 1.33554 -6.09835 0.68509
H -0.20029 -4.42611 2.97007
H 0.74381 -4.87427 4.40072
H 0.44362 -6.06356 3.13729
H 3.07307 -5.64449 4.08936
H 5.46824 -5.86964 4.13505
H 6.35072 -4.47625 3.49338
H 6.08719 -5.88744 2.47719
H 5.19666 -3.95295 0.90645
H 4.14708 -2.05463 -0.50367
H 2.38897 -2.22407 -0.67758
H 3.44278 -3.64101 -0.88427
Se 5.13731 -1.91840 2.51742
C 3.16672 -1.75804 1.95125
N 2.40814 -0.88089 2.26674
```

---

Below is a molecular structure, C43H38NOP2SiY at a distorted geometry, with properties calculated with ωB97M-V/def2-TZVPD.

Its lowest unoccupied orbital energy is -5.444 eV. Its charge is +2. The energy relative to the best compared isomer or geometry (same formula, charge and spin) comes out at 9.0 kcal/mol. The gap between HOMO and LUMO is 7.0 eV. The value obtained for the energy is -2801.5167 hartree. Its max |F| is 1.05 eV Å⁻¹. The HOMO energy comes out at -12.44 eV.

```
87
C43H38NOP2SiY, DFT ωB97M-V/def2-TZVPD
Y -0.66728 -0.86461 0.10303
C -3.30081 1.89737 2.03052
Si -1.57885 1.37321 1.51459
C -0.49018 1.50488 3.08316
C -0.91833 2.23167 4.20125
C -0.13620 2.35399 5.34046
C 1.11320 1.74827 5.40579
C 1.56480 1.01440 4.32459
C 0.76377 0.88693 3.18728
P 1.38244 -0.08107 1.80470
C 3.08371 0.37901 1.46857
C 4.15976 -0.44984 1.77130
C 5.45598 -0.02000 1.51560
C 5.67410 1.23412 0.96578
C 4.59830 2.06262 0.66356
C 3.30334 1.63774 0.90781
C 1.22164 -1.83535 2.22526
C 0.48597 -2.24177 3.34442
C 0.21563 -3.58841 3.55360
C 0.67875 -4.54272 2.65748
C 1.41129 -4.15276 1.54344
C 1.66578 -2.80747 1.31605
C -0.88665 2.78492 0.41402
C -0.63494 4.02259 1.02354
C -0.19247 5.11864 0.30306
C 0.02642 5.01249 -1.06688
C -0.19905 3.80633 -1.70090
C -0.65277 2.70555 -0.96785
P -0.97730 1.13698 -1.79373
C -2.58862 1.18189 -2.59138
C -3.58269 0.30865 -2.16576
C -4.85581 0.35094 -2.71884
C -5.13609 1.27883 -3.70995
C -4.15122 2.15957 -4.14544
C -2.88540 2.11425 -3.58819
C 0.29553 0.91271 -3.06642
C 1.63524 1.11783 -2.72472
C 2.64452 0.80193 -3.62326
C 2.32884 0.27718 -4.87182
C 1.00085 0.06571 -5.21495
C -0.01332 0.37453 -4.31506
H -3.34397 2.90589 2.44611
H -3.72208 1.20822 2.76544
H -3.95276 1.89025 1.15248
H -1.88667 2.71631 4.18751
H -0.49834 2.92991 6.18231
H 1.72827 1.84769 6.28991
H 2.54362 0.54834 4.36299
H 3.99958 -1.42366 2.21806
H 6.29132 -0.66275 1.75856
H 6.68461 1.57187 0.77867
H 4.76986 3.04422 0.24213
H 2.47154 2.29928 0.68240
H 0.13594 -1.50297 4.05499
H -0.34142 -3.88835 4.43128
H 0.48357 -5.59179 2.83791
H 1.80210 -4.89732 0.86102
H 2.25670 -2.51617 0.45246
H -0.78530 4.13366 2.09167
H -0.01406 6.06066 0.80530
H 0.37231 5.86598 -1.63467
H -0.00919 3.72103 -2.76484
H -3.39873 -0.41932 -1.37666
H -5.62198 -0.32977 -2.37407
H -6.12579 1.32413 -4.14452
H -4.37331 2.88598 -4.91524
H -2.12893 2.81158 -3.92894
H 1.90140 1.54487 -1.76257
H 3.67651 0.97996 -3.35048
H 3.11538 0.04580 -5.57751
H 0.74592 -0.32999 -6.18921
H -1.04489 0.20777 -4.60051
O 0.51883 -2.00314 -1.65092
C 0.34026 -3.39960 -1.93699
C -0.75144 -3.96334 -1.06649
C -1.09350 -5.30280 -1.17206
C -2.10947 -5.80104 -0.37691
C -2.76801 -4.95443 0.50717
C -2.36852 -3.63776 0.55415
N -1.37883 -3.14823 -0.21262
H 1.04946 -1.56520 -2.33536
H 1.27871 -3.92900 -1.75804
H 0.07129 -3.52032 -2.98791
H -0.57313 -5.94295 -1.87268
H -2.39011 -6.84359 -0.44914
H -3.56900 -5.30470 1.14143
H -2.84962 -2.93691 1.23065
```

---

Below is 7 unconnected molecules or ions with the total composition C21H40Br12F3N2O2S3 at a distorted geometry, with properties calculated with ωB97M-V/def2-TZVPD.

Its lowest unoccupied orbital energy is 1.203 eV. Its charge is -1. The gap between HOMO and LUMO is 6.4 eV. The value obtained for the energy is -33466.5273 hartree. Its max |F| is 1.70 eV Å⁻¹. The HOMO energy comes out at -5.23 eV.

```
83
C21H40Br12F3N2O2S3, DFT ωB97M-V/def2-TZVPD
C -0.08832 -0.76477 0.39052
C 1.28984 -1.33160 0.01346
N 1.77673 -0.63271 -1.17791
C 2.14377 -1.47979 -2.32710
C 3.62180 -1.70299 -2.59522
C 2.66520 0.42429 -0.93347
S 2.53029 1.79117 -1.82214
S 3.90137 0.42693 0.29928
C 4.38168 -1.29316 0.64972
C 4.72569 -1.52135 2.10628
C 6.13754 -1.04810 2.49256
N 7.02348 -1.21526 1.34385
S 8.42248 -0.59636 1.49303
O 9.45071 -1.46210 0.96652
O 8.69405 -0.02739 2.79380
C 8.43823 0.82482 0.30227
F 7.46069 1.70407 0.61172
F 9.61293 1.49021 0.33605
F 8.22868 0.38899 -0.95654
H -0.62661 -1.40557 1.07750
H -0.62462 -0.62623 -0.54371
H 0.05853 0.23422 0.78564
H 1.18435 -2.40008 -0.14762
H 1.92317 -1.20651 0.88434
H 1.68414 -2.45538 -2.21055
H 1.71227 -1.06873 -3.23815
H 3.69062 -2.29015 -3.50986
H 4.10440 -2.30436 -1.83802
H 4.16748 -0.78566 -2.78404
H 3.55803 -1.94499 0.38248
H 5.20494 -1.55681 0.00329
H 4.69451 -2.59828 2.25968
H 3.98419 -1.06191 2.75438
H 6.07581 -0.01231 2.82539
H 6.48614 -1.68254 3.30555
Br 2.46193 -4.07830 -5.11305
C 4.03221 -4.92585 -5.89803
C 4.83612 -5.69373 -4.88227
Br 5.89325 -4.52643 -3.74596
H 4.60392 -4.13868 -6.37741
H 3.63906 -5.60153 -6.65446
H 5.55826 -6.33424 -5.38364
H 4.21369 -6.29222 -4.22571
Br -1.83179 2.61132 -0.09274
C -3.34047 1.56741 -0.73241
C -4.33959 1.30166 0.35928
Br -3.72756 -0.09172 1.57664
H -2.93473 0.65641 -1.16044
H -3.79342 2.16698 -1.51907
H -5.26502 0.91836 -0.06233
H -4.54552 2.17865 0.96357
Br -6.68699 0.42891 -2.27825
C -7.60328 -0.86983 -1.15635
C -9.09235 -0.66094 -1.16741
Br -9.60179 0.86964 -0.07867
H -7.17538 -0.78319 -0.16224
H -7.35113 -1.84132 -1.57453
H -9.59838 -1.51512 -0.72373
H -9.48552 -0.48278 -2.16223
Br -12.32091 4.99069 2.06499
C -11.50414 3.28241 2.52049
C -10.22314 3.46335 3.29042
Br -8.76216 4.02103 2.13399
H -11.36390 2.74727 1.58745
H -12.24184 2.76312 3.12782
H -9.90378 2.51801 3.72274
H -10.30075 4.20973 4.07345
Br 10.15611 -4.56897 -2.77143
C 10.47423 -2.90287 -1.80213
C 11.45020 -2.02143 -2.52602
Br 13.28863 -2.64596 -2.33236
H 10.80440 -3.17338 -0.80673
H 9.50442 -2.41816 -1.73173
H 11.43937 -1.02349 -2.09485
H 11.25546 -1.96365 -3.59145
Br -9.85326 8.97970 5.84915
C -10.67645 7.51648 4.86600
C -11.60436 6.71528 5.73868
Br -10.61916 5.53973 6.93993
H -9.86818 6.92335 4.45061
H -11.22951 7.98783 4.05726
H -12.21852 6.05294 5.13216
H -12.24245 7.33393 6.36000
```

---

Below is 2 unconnected molecules or ions with the total composition C8H13N2O5P at a distorted geometry, with properties calculated with ωB97M-V/def2-TZVPD.

Its lowest unoccupied orbital energy is -2.237 eV. The energy relative to the best compared isomer or geometry (same formula, charge and spin) comes out at 0.0 kcal/mol. The gap between HOMO and LUMO is 4.1 eV. The value obtained for the energy is -1139.6128 hartree. Its max |F| is 2.90 eV Å⁻¹. The HOMO energy comes out at -6.32 eV.

```
29
C8H13N2O5P, DFT ωB97M-V/def2-TZVPD
N -3.20546 2.83437 -0.50647
P -3.16079 1.30145 -0.49678
O -3.13998 0.65361 -1.92614
O -4.44760 0.70737 0.24901
N -1.71709 0.78668 0.38308
C -1.75729 0.25684 1.64080
C -0.59627 -0.08986 2.27551
C 0.63696 0.10513 1.63220
C 1.92413 -0.27720 2.28885
O 2.97245 -0.16477 1.75936
O 1.79716 -0.76622 3.56771
C 0.64103 0.64174 0.36057
C -0.54649 0.98167 -0.25347
H -2.41918 3.23313 -0.01115
H -3.87485 0.03576 -2.05304
H -4.24623 -0.01273 0.86049
H -2.69956 0.12778 2.14487
H -0.65539 -0.49611 3.27030
H 1.45149 -0.04441 4.10872
H 1.56575 0.81068 -0.17030
H -0.52768 1.40371 -1.24715
C 3.02510 -2.21183 -2.21741
C 2.45889 -0.77826 -2.25606
O 1.11122 -0.78492 -2.38183
H 2.78673 -2.74839 -3.13659
H 4.11847 -2.19448 -2.11504
H 2.62228 -2.77153 -1.37052
H 3.01663 -0.25467 -3.06545
H 2.86557 -0.28454 -1.33406
```

---

Below is a molecular structure, C4H7CaO2 at a distorted geometry, with properties calculated with ωB97M-V/def2-TZVPD.

Its lowest unoccupied orbital energy is -4.388 eV. Its charge is +1. The energy relative to the best compared isomer or geometry (same formula, charge and spin) comes out at 3.5 kcal/mol. The gap between HOMO and LUMO is 8.1 eV. The value obtained for the energy is -984.3985 hartree. Its max |F| is 1.94 eV Å⁻¹. The HOMO energy comes out at -12.52 eV.

```
14
C4H7CaO2, DFT ωB97M-V/def2-TZVPD
C 0.69112 0.56779 0.23616
C -0.51302 0.08253 -0.12528
C -0.66554 -1.33067 -0.34868
O -1.42193 -1.78695 -1.23106
Ca -2.49507 -3.63365 -1.64424
H 1.48158 -0.12684 0.54204
H -1.36947 0.73285 -0.31662
H 0.13207 -1.97985 0.05681
H -2.19756 -4.14613 0.08321
O 1.98016 2.37281 1.18556
C 1.07987 2.00901 0.16797
H 0.18396 2.64945 0.16024
H 1.51214 2.42483 2.02438
H 1.60169 2.16481 -0.79050
```